1.
{"formula": "C25H78N12O13", "method": "the ωB97M-V functional and the def2-TZVPD basis", "homo_ev": [0.2, -6.8], "multiplicity": 2, "s_squared": 0.750, "fmax_ha_per_bohr": 0.12567, "total_charge": -1, "elements": ["N", "H", "H", "H", "H", "C", "N", "H", "C", "H", "H", "C", "H", "C", "O", "N", "H", "N", "H", "C", "C", "H", "H", "H", "H", "O", "H", "H", "C", "H", "C", "H", "H", "H", "H", "O", "O", "H", "N", "H", "C", "H", "H", "H", "H", "H", "C", "C", "C", "H", "C", "H", "O", "C", "H", "H", "H", "O", "H", "C", "H", "H", "C", "N", "C", "H", "H", "N", "O", "H", "H", "H", "H", "H", "H", "H", "N", "H", "H", "N", "H", "H", "H", "H", "H", "H", "H", "H", "C", "H", "O", "H", "O", "H", "H", "C", "H", "H", "N", "C", "C", "H", "C", "H", "H", "C", "H", "N", "H", "H", "C", "H", "H", "H", "O", "H", "H", "H", "H", "H", "H", "C", "O", "N", "O", "H", "O", "H"], "positions_angstrom": [[0.420, 4.381, -1.900], [1.610, -3.905, -1.100], [3.156, -0.414, -3.178], [0.568, 3.382, -1.863], [-3.141, -3.987, 2.705], [-0.174, 0.174, -0.851], [-2.141, 0.074, -5.796], [2.286, -5.882, -2.002], [0.823, -2.303, 7.630], [-1.201, 1.936, 3.875], [1.215, -4.240, 5.768], [1.743, -5.768, -1.064], [1.104, -0.926, 3.051], [0.392, 2.790, -5.015], [-1.497, 5.069, 2.825], [-1.462, -4.293, 1.112], [0.071, 3.764, -4.647], [-6.352, -4.473, 1.862], [2.362, 5.548, 1.180], [-1.950, -0.731, -4.825], [5.642, 3.663, -2.092], [1.100, 1.568, -7.921], [1.792, 3.285, 1.994], [-3.657, -1.675, 0.428], [3.760, 3.601, -1.368], [3.886, 3.735, 1.777], [-2.557, 3.212, -0.935], [-0.038, -1.917, -0.162], [-2.685, -1.187, 0.361], [4.624, 2.182, -0.623], [-4.216, 2.761, 0.473], [1.061, 3.791, -6.917], [-0.237, -4.018, 4.988], [-2.783, -0.106, 0.269], [2.810, 3.513, 3.396], [1.829, -4.550, -0.424], [1.043, 1.674, -6.968], [-0.468, 3.053, -6.906], [0.078, 0.578, 0.535], [1.109, -3.873, 2.767], [-0.980, 3.960, 3.576], [0.047, 4.016, 3.216], [-1.592, -0.054, -6.634], [3.739, 4.049, 0.881], [-6.299, -3.466, 1.800], [-2.722, 0.894, -5.696], [2.619, 3.877, 2.387], [0.466, -1.668, 3.532], [-5.570, -4.893, 0.874], [6.354, 4.002, -0.382], [1.163, 0.466, -1.568], [0.611, 6.647, -1.783], [0.148, 4.249, 0.278], [-3.166, 3.717, -0.185], [-2.544, 4.207, 0.564], [5.725, 4.130, -3.074], [-0.938, 0.905, -1.116], [4.037, -1.863, -1.276], [-0.478, -6.057, -0.721], [0.553, 2.897, -6.557], [0.216, -1.524, 8.092], [1.283, 5.598, 2.713], [0.324, 4.931, -0.704], [-2.461, -4.670, 3.008], [-0.537, -1.308, -0.916], [2.142, -2.019, 4.725], [-0.123, -5.068, -2.070], [1.924, -3.490, 3.225], [-1.901, -1.643, -0.802], [2.028, -0.025, -1.122], [1.365, 1.528, -1.422], [-0.587, -4.155, 0.627], [3.855, 2.152, -2.201], [6.423, 2.905, -2.155], [1.004, 0.267, 0.793], [-4.415, 5.114, -0.137], [-2.322, -0.315, -3.599], [0.463, 6.787, -0.052], [0.974, 0.324, -2.632], [4.219, -3.351, -2.977], [-0.278, -1.842, -1.830], [-0.140, -1.033, 4.178], [-2.196, -0.857, -2.756], [-2.322, -3.930, 0.726], [-0.058, -2.158, 2.712], [-6.691, -6.505, 0.889], [2.916, 5.985, 2.790], [-4.589, 3.338, 1.319], [0.583, -3.431, 5.402], [2.500, -4.248, 3.564], [-0.462, -5.625, 2.554], [-2.360, -5.038, 3.943], [-0.006, -2.656, 6.491], [1.345, 2.528, -4.554], [0.086, 1.587, 0.574], [2.231, 5.338, 2.242], [-2.137, -1.555, 1.228], [-0.364, 2.062, -4.721], [3.305, -1.403, -3.320], [4.446, 2.768, -1.525], [-1.621, 2.637, 3.154], [0.292, 4.930, -2.738], [-1.404, -4.920, 2.201], [0.869, -3.112, 8.358], [-1.055, 4.137, 4.649], [0.280, -5.896, -1.487], [-4.899, 2.357, -0.275], [0.478, 6.210, -0.882], [-1.204, 4.972, 1.915], [-5.614, -6.224, -0.565], [1.362, -2.639, 4.283], [4.698, -3.909, -2.285], [-3.697, 1.857, 0.791], [-2.787, 0.581, -3.614], [6.174, 4.544, -1.153], [3.185, -1.774, -4.252], [1.766, -6.629, -0.397], [0.237, -6.778, -2.127], [3.708, -3.591, -3.814], [-7.213, -4.967, 2.044], [1.837, -2.018, 7.348], [3.919, -2.162, -2.435], [-3.987, 4.659, -0.866], [-6.005, -6.005, 0.340], [-1.440, -1.833, -5.049], [-2.699, 2.719, 3.293], [-4.660, -4.176, 0.479], [-1.299, 2.163, 2.227]]}

=====

2.
{"formula": "C25H80N22O13", "method": "the ωB97M-V functional and the def2-TZVPD basis", "homo_ev": -8.8, "relative_energy_kcal_mol": 285.7, "fmax_ha_per_bohr": 0.15200, "elements": ["H", "H", "H", "H", "H", "H", "H", "H", "N", "H", "H", "H", "N", "N", "H", "N", "O", "H", "H", "H", "N", "N", "H", "H", "N", "H", "C", "N", "C", "O", "H", "H", "H", "H", "C", "N", "O", "H", "N", "H", "H", "H", "H", "H", "C", "C", "H", "H", "H", "C", "N", "H", "H", "O", "H", "H", "H", "N", "H", "H", "H", "C", "H", "H", "H", "H", "O", "N", "C", "H", "H", "C", "O", "H", "H", "C", "N", "H", "N", "C", "H", "C", "C", "H", "H", "C", "N", "N", "H", "H", "H", "H", "N", "O", "O", "H", "N", "H", "H", "H", "H", "H", "H", "C", "H", "O", "H", "C", "H", "H", "N", "H", "C", "C", "N", "H", "H", "C", "N", "H", "C", "H", "H", "O", "H", "C", "H", "O", "C", "C", "H", "H", "C", "O", "C", "O", "H", "H", "H", "H"], "positions_angstrom": [[0.964, 6.528, -2.527], [8.869, 2.115, 0.943], [-4.678, -7.524, 5.455], [-5.447, -1.234, -7.817], [5.626, -8.392, -7.168], [-0.061, 6.071, 4.921], [5.987, 3.049, 7.306], [-1.921, 4.465, -9.569], [-5.166, -2.123, -7.428], [-4.610, 8.649, 0.748], [-1.448, 5.342, -8.134], [7.500, 1.497, 1.588], [2.322, -5.657, -4.786], [-6.227, -2.705, -9.207], [1.150, -4.212, -6.609], [7.172, 3.009, 9.204], [-6.646, 0.898, 2.940], [0.134, 1.382, 2.677], [0.651, -8.060, 4.257], [-7.117, 1.972, -2.964], [-2.099, 4.734, -8.611], [1.780, -7.342, 6.793], [1.547, -5.976, 5.210], [-2.974, 5.711, 7.541], [-6.103, 2.135, 4.802], [2.043, 9.586, -1.383], [-3.049, 4.274, -7.818], [1.663, 8.704, -1.696], [-0.622, 0.994, -2.184], [-9.524, 0.984, -4.637], [4.314, -8.597, -8.379], [-4.370, 9.057, -0.999], [-9.553, -0.231, -2.575], [6.890, 2.940, -1.999], [6.181, 2.157, 9.092], [-2.028, 5.866, 7.224], [-5.607, -4.214, -7.780], [5.666, -7.563, -8.537], [-4.886, 9.062, -0.131], [-8.126, 0.617, -1.896], [-5.557, 2.870, 4.373], [7.570, 3.500, 8.416], [5.727, 0.690, -0.265], [-6.669, -1.797, -9.166], [-1.661, 1.011, -1.004], [-5.814, 9.933, 0.201], [-6.667, -3.369, -9.826], [-7.587, 2.493, -4.633], [2.302, -8.786, 4.495], [1.572, 7.681, -0.947], [-0.386, 6.246, 5.861], [3.579, -5.510, 4.555], [-1.311, 5.748, 7.925], [4.129, -6.817, -7.129], [4.842, 1.815, 7.679], [-3.892, -4.592, 4.463], [-6.781, 11.294, -0.826], [-3.620, -4.587, 5.436], [0.774, -8.566, 1.794], [-3.148, 4.035, -5.898], [2.400, -7.690, -7.567], [4.913, -7.882, -7.816], [0.239, 6.160, 6.650], [-4.671, -6.175, 4.329], [-2.422, 0.277, -1.270], [-4.704, -2.382, -6.568], [8.801, -0.009, 1.050], [-7.756, 2.047, -3.743], [7.652, 1.507, -0.617], [1.334, -5.106, -8.153], [-1.674, 3.027, -0.856], [2.125, -6.871, 5.441], [5.717, 1.458, 9.945], [-6.236, 0.156, 5.917], [8.387, 1.248, -1.380], [8.221, 1.249, 0.810], [1.258, 6.563, -1.562], [-6.078, 2.066, 5.809], [-2.914, 4.735, -6.587], [-0.956, 0.654, 0.294], [1.270, 5.826, -0.872], [7.122, 2.876, -0.936], [-1.661, 6.047, 5.961], [3.700, -5.671, 6.251], [-7.088, -0.734, 4.705], [-5.644, -3.101, -8.114], [5.657, 2.345, 7.951], [-2.361, 2.297, -0.971], [2.357, -8.132, 1.083], [1.326, 0.374, 1.821], [9.633, -1.193, 2.636], [-3.603, -3.749, 5.999], [-6.609, 0.112, 4.979], [2.057, 7.794, 0.132], [0.042, 1.469, 0.598], [-2.265, 5.483, -6.389], [-6.139, 10.519, -0.907], [-1.669, 0.524, 1.108], [-1.118, 0.849, -3.144], [4.309, -6.957, 5.215], [2.636, -4.399, -7.283], [1.725, -8.349, 6.739], [-5.555, 10.466, -1.730], [1.728, -7.893, 4.247], [2.571, -6.196, -3.968], [-6.285, 10.135, 1.301], [6.278, 3.123, -0.292], [1.720, -4.973, -7.142], [8.116, -0.298, 2.971], [7.784, 3.700, -0.668], [-8.769, 0.401, -2.645], [1.877, 8.288, -2.591], [2.863, -7.282, -6.669], [1.842, -8.457, 1.987], [-4.410, -6.580, 5.217], [0.998, -6.682, -6.027], [9.654, 0.498, 2.724], [3.492, -6.249, 5.351], [6.476, 0.640, -0.940], [-0.533, -0.342, 0.164], [-8.710, 1.109, -3.720], [2.252, -9.457, 2.129], [6.861, -0.251, -0.662], [-3.477, -5.884, 7.216], [7.507, 3.156, 10.145], [-6.438, 1.085, 4.154], [1.520, 2.131, 1.744], [-2.429, 6.100, 4.952], [-3.855, -5.678, 6.028], [9.029, -0.325, 2.376], [3.156, -5.089, -4.769], [2.844, -8.099, -5.948], [1.914, -6.111, -6.182], [-3.878, 3.400, -8.143], [0.791, 1.323, 1.809], [1.989, -7.384, 2.916], [0.060, 0.158, -2.027], [-2.703, 2.113, -0.039], [0.839, -7.023, 6.976], [-0.030, 1.902, -2.302]]}